# 1
Computed, not measured: C11H27ClIN2P2Pd as an isolated structure at a distorted geometry, with wB97M-V/def2-TZVPD.

As for the frontier orbital gap (alpha / beta): 7.329 / 4.593 eV. As for the total charge: +3. The electronic energy is -57475.6995 eV. The multiplicity is 5.

Each line ends with the natural charge from an NBO analysis.
Element x y z (Å)
I1 1.28377 -1.90649 -2.06049  0.143
Pd1 0.01148 -0.36099 -0.40741  0.510
Cl1 -2.36349 0.51985 -0.71574  -0.426
P1 0.50229 1.52076 -1.75043  1.209
P2 -1.00290 -1.83717 1.07292  1.213
N1 0.78197 2.24114 2.95487  -0.514
N2 0.66528 0.85499 1.29142  -0.544
C1 1.94607 0.77625 1.81084  0.102
C2 2.02019 1.64743 2.85709  0.189
C3 -2.07719 -1.18539 2.36631  -0.984
C4 -0.03394 1.22637 -3.45032  -0.980
C5 -0.02036 1.74374 1.99573  0.616
C6 0.31725 -2.77094 1.89556  -0.970
C7 0.87080 -3.67499 -3.43401  -0.570
C8 -1.41270 2.21733 1.90184  -0.754
C9 -1.97859 -3.06102 0.18809  -0.984
C10 -0.14732 3.13893 -1.30334  -0.987
C11 2.31093 1.68842 -1.86304  -0.970
H1 1.12008 -4.57628 -2.85492  0.254
H2 0.06708 3.83265 -2.13029  0.298
H3 -2.83481 -0.54237 1.89571  0.287
H4 0.46679 0.34835 -3.87667  0.267
H5 0.20934 2.11964 -4.04170  0.284
H6 -2.44426 -3.73268 0.92715  0.290
H7 2.75343 0.75088 -2.22450  0.270
H8 -1.22993 3.04152 -1.15134  0.290
H9 -0.14233 -3.52239 2.55423  0.295
H10 0.50530 2.93782 3.62500  0.483
H11 -0.17148 -3.68516 -3.76841  0.256
H12 -1.35336 -3.64711 -0.50137  0.267
H13 2.71895 1.92336 -0.87324  0.239
H14 2.53371 2.51015 -2.55721  0.297
H15 0.94521 -3.25729 1.13573  0.272
H16 0.93485 -2.08449 2.48955  0.241
H17 -1.49200 -0.59759 3.08866  0.238
H18 -1.93030 1.94438 2.83054  0.305
H19 2.69914 0.11465 1.40079  0.279
H20 -1.11621 1.05603 -3.46639  0.291
H21 -2.76356 -2.55525 -0.39239  0.293
H22 -2.55922 -2.03393 2.87772  0.298
H23 2.85320 1.86376 3.49987  0.297
H24 -1.95879 1.77383 1.05023  0.308
H25 1.57456 -3.56277 -4.27897  0.264
H26 -1.38766 3.30651 1.77290  0.302
H27 0.32869 3.49558 -0.38057  0.238

---

# 2
Computed, not measured: C11H28BrCl8NbO2P as an isolated structure at a distorted geometry, with wB97M-V/def2-TZVPD.

As for the frontier orbital gap: 6.539 eV. As for the total charge: -1. The electronic energy is -197009.3019 eV.

Each line ends with the natural charge from an NBO analysis.
Element x y z (Å)
Nb1 1.51687 -3.84579 0.08986  1.626
Br1 4.37195 -1.35967 -1.09569  -0.329
Cl1 7.05657 1.64322 -3.52968  -0.040
Cl2 -5.45260 -1.22717 -2.58618  -0.024
Cl3 1.03714 3.43477 4.31599  -0.029
Cl4 -0.51510 0.99560 4.69005  -0.011
Cl5 -3.55284 4.34873 4.44634  -0.030
Cl6 -3.74303 1.12704 -2.40182  -0.004
Cl7 -2.43800 6.80688 3.34472  -0.027
Cl8 6.52742 -0.28777 -5.64869  -0.041
P1 3.76329 -3.59295 -1.09581  0.416
O1 -2.27030 1.27900 0.82198  -0.583
O2 4.96512 -4.33713 -0.06463  -0.984
C1 6.63152 -0.03164 -3.90273  -0.399
C2 -3.05096 5.19055 2.97513  -0.398
C3 -0.59307 -1.92405 -1.61079  -0.415
C4 -2.88150 -0.04589 0.63618  -0.288
C5 0.41767 -0.66575 -1.89793  -0.418
C6 -0.06578 0.76288 -1.20605  -0.419
C7 -0.92506 1.20999 1.39690  -0.064
C8 -0.31299 2.68353 5.17484  -0.405
C9 0.30062 -3.32711 -1.78425  -0.997
C10 -5.36717 0.48074 -2.13829  -0.402
C11 0.29851 0.91328 0.37017  -0.475
H1 -3.99010 0.03836 1.07083  0.170
H2 -0.11795 2.72421 6.24933  0.219
H3 1.00965 -3.19193 -2.70954  0.223
H4 7.39766 -0.69322 -3.49110  0.223
H5 -1.44194 -1.93831 -2.43983  0.184
H6 -2.34687 -0.92188 1.20986  0.201
H7 -0.92894 0.37135 2.24374  0.178
H8 -6.07766 1.04442 -2.74795  0.218
H9 -2.94907 -0.38642 -0.50219  0.197
H10 1.58192 -2.07422 0.45701  -0.418
H11 0.42022 -0.45791 -3.06873  0.191
H12 1.49737 -0.99672 -1.59150  0.231
H13 -0.67274 2.21981 1.98096  0.171
H14 4.84611 -4.02385 0.89958  0.493
H15 -1.08582 -1.85626 -0.55078  0.209
H16 1.07796 1.81152 0.47413  0.203
H17 -0.08741 -3.87876 0.99976  -0.340
H18 0.88610 -0.03575 0.79359  0.257
H19 -0.48902 -4.18781 -1.97328  0.234
H20 -1.22994 3.23181 4.94531  0.227
H21 0.54446 1.60707 -1.78913  0.199
H22 -5.62422 0.58469 -1.08131  0.223
H23 -2.26167 4.61372 2.48689  0.236
H24 2.31582 -4.12614 1.72440  -0.404
H25 -1.18307 0.90977 -1.50686  0.210
H26 -3.91017 5.28031 2.30586  0.226
H27 5.66352 -0.26214 -3.45097  0.250
H28 1.43752 -5.63700 -0.23769  -0.470

---

# 3
Computed, not measured: C11H28O7S4Ti as an isolated structure at a distorted geometry, with wB97M-V/def2-TZVPD.

The energy relative to the best compared isomer or geometry (same formula, charge and spin) comes out at 2.1391 eV. As for the frontier orbital gap (alpha / beta): 4.294 / 10.088 eV. As for the total charge: +1. The electronic energy is -92638.8758 eV. The multiplicity is 4.

Each line ends with the natural charge from an NBO analysis.
Element x y z (Å)
Ti1 0.51905 -0.60367 0.21575  0.782
S1 -2.32780 -2.68676 -0.69550  1.222
S2 -0.31693 2.91277 1.34524  1.205
S3 0.04322 0.04773 3.17247  1.206
S4 3.61845 0.00661 1.52358  1.275
O1 -0.53806 -0.76967 -3.77745  -0.473
O2 -1.21155 -1.64489 -0.91382  -0.997
O3 -0.02000 0.59984 -2.16503  -0.631
O4 0.44174 1.85765 0.56869  -1.032
O5 0.91111 0.78268 -4.16738  -0.459
O6 2.40273 -0.82943 1.20577  -1.044
O7 -0.82370 -0.39090 2.02372  -1.035
C1 -3.43360 -2.51011 -2.20006  -0.781
C2 -1.08168 0.41572 4.63445  -0.796
C3 -0.26643 -1.07918 -5.18086  -0.093
C4 -2.12975 2.47496 1.28815  -0.810
C5 0.77741 0.02423 -5.39112  -0.114
C6 5.05018 -1.07396 1.76378  -0.815
C7 -0.54706 4.32976 0.11594  -0.795
C8 0.88611 -1.57077 3.82153  -0.776
C9 0.15339 0.19478 -3.28243  0.982
C10 -3.64262 -1.98734 0.48570  -0.802
C11 4.09896 0.79367 -0.01221  -0.864
H1 5.39852 -1.66362 0.91581  0.250
H2 -4.19937 -2.82324 0.90927  0.235
H3 1.30713 -2.18002 3.02175  0.268
H4 -3.12715 -1.43936 1.27444  0.251
H5 -4.38352 -1.28002 0.11306  0.228
H6 -0.43816 1.12895 5.14951  0.235
H7 4.80075 -1.62576 2.67010  0.247
H8 0.19187 -2.16225 4.41842  0.233
H9 -3.73706 -1.47863 -2.37912  0.236
H10 0.21472 -2.03888 -5.36947  0.208
H11 4.94344 1.48171 0.02695  0.254
H12 -2.51999 2.41643 0.27207  0.238
H13 -1.59603 4.60314 0.00181  0.231
H14 -2.34875 1.55334 1.82736  0.245
H15 1.65863 -0.54390 -5.68908  0.195
H16 4.28072 0.06884 -0.80574  0.243
H17 -2.87152 -2.84834 -3.07056  0.235
H18 0.56112 0.81430 -6.11023  0.208
H19 1.83114 -1.32557 4.30621  0.229
H20 -4.30936 -3.15262 -2.10882  0.235
H21 -1.14262 -0.86216 -5.79185  0.207
H22 -1.92869 0.98229 4.24757  0.238
H23 3.34241 1.40808 -0.50029  0.271
H24 -1.50716 -0.35252 5.28011  0.245
H25 5.89738 -0.42252 1.97818  0.247
H26 -0.30726 3.90274 -0.85783  0.253
H27 0.10231 5.19364 0.25786  0.242
H28 -2.67667 3.35224 1.63361  0.234

---

# 4
Computed, not measured: a 2-piece molecular cluster, C11H29BN3O3 overall at a distorted geometry, with wB97M-V/def2-TZVPD.

As for the frontier orbital gap: 9.940 eV. As for the total charge: +1. The electronic energy is -23162.3655 eV.

Each line ends with the natural charge from an NBO analysis.
Element x y z (Å)
O1 0.02235 1.56780 -3.78245  -0.933
O2 0.48483 0.96284 0.83674  -0.539
O3 -5.11780 0.63576 -0.46328  -0.901
N1 -3.01291 0.93670 1.30173  -0.495
N2 -4.90273 -1.81478 -0.70031  -1.087
N3 -1.29387 0.94522 -0.69757  -0.637
C1 3.29966 -0.40812 0.24839  -0.396
C2 -1.63248 1.28229 1.74222  -0.268
C3 -0.72832 1.52053 0.51125  0.246
C4 3.38340 1.34349 -1.54023  -0.601
C5 3.51529 -2.33854 1.82434  -0.598
C6 -1.84884 -0.37529 -0.48304  -0.235
C7 2.81084 -1.82752 0.56877  -0.214
C8 1.61951 1.51560 0.14299  -0.056
C9 2.43996 0.50361 -0.64326  -0.250
C10 -3.05228 -0.36129 0.52255  -0.405
C11 1.30402 -1.97756 0.74966  -0.606
B1 -4.42444 -0.52846 -0.25426  1.043
H1 -4.48639 -2.56821 -0.16264  0.391
H2 -1.64094 2.17359 2.36101  0.239
H3 4.58936 -2.42792 1.67691  0.217
H4 4.30868 1.53152 -0.99796  0.211
H5 0.07991 1.25822 -2.87070  0.470
H6 -0.67301 2.59908 0.34324  0.182
H7 3.56546 0.11458 1.16929  0.201
H8 -1.07362 -1.00313 -0.05544  0.239
H9 0.77133 -1.63007 -0.13366  0.187
H10 1.79926 -0.08350 -1.30129  0.203
H11 3.61579 0.82347 -2.46243  0.230
H12 0.97447 -1.40431 1.61720  0.199
H13 -0.54126 2.34583 -3.74214  0.464
H14 -3.58223 0.79312 2.13446  0.443
H15 -1.24187 0.45886 2.33252  0.242
H16 4.24107 -0.54796 -0.28291  0.219
H17 3.14418 -3.33067 2.07930  0.209
H18 2.97501 2.32738 -1.76096  0.205
H19 -3.46142 1.68693 0.77288  0.445
H20 -4.67775 -2.02727 -1.66905  0.409
H21 2.27489 1.98337 0.87732  0.193
H22 -2.16832 -0.80545 -1.42700  0.227
H23 1.04736 -3.02079 0.92096  0.212
H24 3.31515 -1.69409 2.67983  0.198
H25 1.26305 2.27665 -0.54957  0.174
H26 -2.89929 -1.14859 1.25880  0.238
H27 -5.50604 0.67889 -1.34519  0.519
H28 -1.98866 1.55801 -1.10915  0.363
H29 3.10966 -2.49976 -0.23782  0.199

---

# 5
Computed, not measured: C11H29Cl2OPRuS as an isolated structure at a distorted geometry, with wB97M-V/def2-TZVPD.

The energy relative to the best compared isomer or geometry (same formula, charge and spin) comes out at 0.4027 eV. As for the frontier orbital gap (alpha / beta): 5.596 / 7.912 eV. As for the total charge: -1. The electronic energy is -61672.5228 eV. The multiplicity is 6.

Each line ends with the natural charge from an NBO analysis.
Element x y z (Å)
Ru1 -0.22921 0.25431 -2.43014  0.638
Cl1 1.66666 1.68322 -3.11393  -0.596
Cl2 -1.58083 -1.63199 -2.76026  -0.608
S1 -0.85865 -0.01053 -0.05536  1.330
P1 -0.03544 0.06925 -4.76141  0.982
O1 -2.20110 0.50992 0.34080  -1.009
C1 -1.18833 -2.32602 -5.72248  -0.631
C2 1.80689 -0.94830 -6.85187  -0.620
C3 -1.13033 2.64246 -4.86527  -0.629
C4 0.17800 1.05547 0.92508  -0.836
C5 2.17950 -1.62874 -4.48377  -0.621
C6 -2.56916 -0.27008 -5.97372  -0.614
C7 -0.01855 1.83789 -5.50826  -0.535
C8 -1.15768 -0.83003 -5.93702  -0.549
C9 1.66538 -0.53027 -5.39131  -0.521
C10 0.04274 1.98679 -7.01967  -0.619
C11 -0.58740 -1.66256 0.81444  -0.837
H1 -0.19626 2.10233 0.82954  0.258
H2 -1.56918 -2.54102 -4.72351  0.255
H3 -0.19098 -2.75500 -5.85794  0.195
H4 -3.05019 -0.29460 -4.99275  0.231
H5 1.42018 -0.24178 -7.58881  0.207
H6 0.01632 -1.67352 1.76975  0.207
H7 -3.16455 -0.96498 -6.59964  0.195
H8 3.21953 -1.87270 -4.76318  0.192
H9 -0.67661 1.37877 -7.55844  0.191
H10 -1.59979 -2.04968 0.95061  0.242
H11 -1.08808 3.67337 -5.25498  0.192
H12 2.27338 0.37003 -5.24712  0.243
H13 -0.58569 1.61826 -1.71442  -0.285
H14 -0.22560 3.02536 -7.26676  0.200
H15 -2.55178 0.73376 -6.40772  0.201
H16 1.37290 -1.92778 -7.03739  0.197
H17 1.17301 0.93948 0.46733  0.249
H18 0.96043 0.10134 -1.41265  -0.302
H19 0.09875 0.58944 1.92758  0.216
H20 -0.69285 -0.62203 -6.88943  0.203
H21 0.95530 2.17899 -5.11852  0.267
H22 1.03573 1.81456 -7.43258  0.204
H23 2.13747 -1.25292 -3.44811  0.240
H24 2.88096 -1.05781 -7.03363  0.201
H25 -1.93738 -2.75576 -6.40707  0.187
H26 -2.11396 2.19992 -5.12596  0.198
H27 -0.96832 2.62741 -3.77941  0.246
H28 1.56844 -2.54334 -4.59800  0.199
H29 -0.02465 -2.30716 0.09366  0.241